Entry from the OMol25 dataset: a structure of composition C34H46AgN2O2PS (ωB97M-V/def2-TZVPD).

The value obtained for the orbital gap is 7.9 eV. As for the highest occupied orbital energy: -7.59 eV.

Structure (XYZ):
```
87
C34H46AgN2O2PS, DFT ωB97M-V/def2-TZVPD
O -1.4912 1.9797 -0.0042
H -0.1055 -2.0880 4.1770
H 1.0342 0.5906 3.9525
H -2.2338 -2.0680 2.0172
H 1.1862 5.1294 2.7865
H -3.1371 -1.7508 -4.2100
C -2.8708 5.9697 -0.8937
H 5.8576 0.4799 1.4948
H 0.0277 1.3852 2.7575
H 0.5347 -3.7352 -2.3663
H 2.4510 -2.3837 0.7344
H 3.7194 -4.1104 -0.2229
H -3.0077 3.9969 -0.0316
H 1.4410 0.0315 1.4521
P -0.0072 -1.7413 -0.3329
H -1.0475 -0.2906 1.0984
H -1.4338 -0.6596 -2.8253
Ag 0.9671 0.2436 -1.2247
C 1.3693 2.9330 0.1995
C 1.6551 -5.3616 -1.4756
H -0.4531 6.9899 -3.0157
C -1.1767 -2.0898 2.2917
C 2.9648 -4.4712 0.4825
C -2.4980 -3.1665 -0.6812
H 5.0505 2.3464 2.9320
H -3.0850 -5.0808 -1.4935
C 0.2513 0.4155 3.2102
H -1.7774 8.9369 -1.8204
C 1.5999 4.3323 2.1816
C 0.7835 -0.5229 2.1215
N 0.7800 2.5329 -1.0104
H -3.5101 -2.8628 -0.3961
H 1.3960 -1.3156 2.5603
C -0.6034 5.0304 -2.1786
H -1.0437 0.1455 4.9370
C -2.5838 -4.1698 -1.8271
C -1.3313 4.1911 -1.3397
C -0.3974 -1.1362 1.3621
O -1.0804 1.8903 -2.4401
H 3.5067 -4.7258 1.3950
H 2.9768 -6.5276 -0.2045
C -1.6828 -1.7000 -2.6080
H -3.4059 8.5293 -1.2807
H 4.4580 -0.2123 -0.4474
C -1.0071 -0.1580 3.8894
S -0.7961 2.5146 -1.1626
C 1.2720 -3.8803 -1.5779
C 3.2915 2.6994 1.7314
H -0.0164 4.4456 0.7767
H -1.8426 -2.1125 4.3516
C -2.6062 8.2415 -1.9623
H -1.5721 -4.4735 -2.1117
H -4.3897 -3.7518 -2.9395
H -2.9706 8.3764 -2.9825
C -1.0320 -1.6776 3.7635
C 1.9484 -3.3562 0.7750
H 0.0116 -4.0833 0.1468
C 2.7758 3.7458 2.5372
H -2.0830 -3.6470 0.2042
C 4.9402 1.0079 1.2748
H -0.8473 -3.1273 2.1689
C 2.5965 2.2797 0.5805
C -2.1638 6.8231 -1.7297
C 2.2772 -5.6962 -0.1084
C -2.4618 4.6563 -0.6928
H 2.1383 -3.2745 -1.8620
N 3.0408 1.2275 -0.1679
C -3.0521 -2.0636 -3.1684
H 0.2864 4.6542 -2.6664
C 0.9020 3.9317 1.0192
C -1.0218 6.3341 -2.3661
H -2.1811 -1.0189 -0.6739
H 1.4993 -6.0341 0.5833
C 4.1527 0.6304 0.1661
H -1.9086 0.2524 3.4243
H -0.9192 -2.3140 -3.0959
C 0.7702 -3.3812 -0.2194
C 4.4954 2.0319 2.0559
H 1.5604 -3.4530 1.7920
H 3.3224 4.0546 3.4192
H 0.7627 -5.9735 -1.6322
C -3.3164 -3.5714 -3.0361
H -3.7568 6.3363 -0.3883
H 2.3487 -5.6159 -2.2799
C -1.6840 -1.9067 -1.0825
H -3.0010 -4.0865 -3.9467
H -3.8104 -1.4960 -2.6203
```